[1]
DFT (ωB97M-V/def2-TZVPD) results for a 5-piece molecular cluster, C52H61N9O9PS2 overall in a non-equilibrium geometry.

Atoms and positions in Å:
1 C -7.1660 -2.9890 -0.3161
2 C -5.6243 -2.7297 -0.5410
3 C -4.7740 -4.0114 -0.7989
4 C -5.0565 -1.4199 -0.4733
5 C -4.9993 -0.4416 -1.7160
6 C -3.7374 0.4896 -1.6983
7 C -2.4122 -0.2063 -2.3389
8 C -2.5775 -1.7433 -2.5406
9 C -1.1867 0.2278 -1.4056
10 C 0.1566 -0.5772 -1.6240
11 C 0.9290 -0.5695 -0.2695
12 C 2.2248 0.1206 -0.1696
13 C 2.9276 0.8298 -1.3685
14 C 4.4798 0.5009 -1.2997
15 C 4.7887 -1.0198 -1.5832
16 C 5.9629 -1.5417 -0.6430
17 C 5.2990 -1.2729 -3.0675
18 N 2.8629 0.1598 1.0037
19 N 2.2822 -0.4327 2.0127
20 P 3.2042 -0.2746 3.5615
21 S 3.9922 -1.9831 4.0617
22 C 1.1253 -1.1422 2.1084
23 C 0.6014 -1.7842 3.4325
24 C 0.8461 -3.1767 3.5765
25 C 0.3541 -3.8690 4.7524
26 C -0.3574 -2.9812 5.6492
27 C -0.4620 -1.5912 5.3330
28 N -0.0178 -0.8975 4.2519
29 C 0.3322 -1.2588 0.8713
30 C -0.9893 -2.0528 0.8580
31 C -0.7989 -3.5389 0.3007
32 S 0.8935 -3.9030 -0.3154
33 C 0.7788 -4.2893 -2.0586
34 N 1.8424 -4.6420 -2.8121
35 N 1.4284 -4.8703 -4.0602
36 C 0.1094 -4.6576 -4.1547
37 O -0.2884 -4.3043 -2.8878
38 H -7.3738 -4.0909 -0.3417
39 H -7.7450 -2.4478 -1.1028
40 H -7.3898 -2.6617 0.7244
41 H -5.3035 -4.9135 -0.3784
42 H -4.6270 -4.2151 -1.8861
43 H -3.7810 -3.9841 -0.2665
44 H -4.6292 -1.1134 0.5129
45 H -5.8928 0.2433 -1.5881
46 H -5.1769 -0.9704 -2.6800
47 H -3.5405 0.7916 -0.6347
48 H -3.9949 1.4423 -2.2263
49 H -2.2520 0.3029 -3.3279
50 H -2.7620 -2.2703 -1.5669
51 H -1.6650 -2.1713 -3.0381
52 H -3.4282 -2.0184 -3.2133
53 H -1.4838 0.2663 -0.3238
54 H -0.9417 1.3175 -1.6687
55 H 0.7115 -0.0854 -2.4510
56 H 0.0314 -1.6511 -1.8978
57 H 2.5852 0.4461 -2.3527
58 H 2.8587 1.9443 -1.2917
59 H 4.9310 0.7658 -0.3153
60 H 5.0413 1.0813 -2.0821
61 H 3.9145 -1.6996 -1.4289
62 H 5.5359 -1.9861 0.2878
63 H 6.5623 -2.3431 -1.1522
64 H 6.6820 -0.7192 -0.3982
65 H 4.8121 -0.5982 -3.8121
66 H 5.1114 -2.3415 -3.3558
67 H 6.4142 -1.1488 -3.1327
68 H 4.2103 0.7228 3.3984
69 H 2.2759 0.1806 4.5312
70 H 1.4078 -3.7315 2.7973
71 H 0.4958 -4.9545 4.8993
72 H -0.8155 -3.3770 6.5775
73 H -0.9945 -0.9609 6.0880
74 H -1.3578 -2.1488 1.9140
75 H -1.8157 -1.5774 0.2843
76 H -1.1546 -4.2434 1.0871
77 H -1.4878 -3.6514 -0.5782
78 H -0.5176 -4.7460 -5.0578
79 C -4.9501 -4.6048 5.8598
80 C -4.6186 -5.4210 4.7849
81 C -5.5020 -5.5662 3.7248
82 C -6.7111 -4.8859 3.7512
83 C -7.0544 -4.0746 4.8228
84 C -6.1675 -3.9359 5.8810
85 N -7.6370 -5.0177 2.6207
86 O -7.3116 -5.7549 1.7036
87 O -8.6733 -4.3828 2.6597
88 H -4.2559 -4.4890 6.6846
89 H -3.6692 -5.9426 4.7727
90 H -5.2361 -6.2041 2.8919
91 H -7.9994 -3.5476 4.8463
92 H -6.4238 -3.3032 6.7217
93 C 2.7323 5.7076 6.3220
94 C 4.0846 5.8658 6.0452
95 C 4.9232 4.7606 6.0222
96 C 4.3946 3.5024 6.2737
97 C 3.0463 3.3347 6.5586
98 C 2.2143 4.4447 6.5826
99 N 5.2740 2.3285 6.2257
100 O 6.4518 2.5130 5.9924
101 O 4.7710 1.2311 6.4190
102 H 2.0789 6.5722 6.3340
103 H 4.4848 6.8518 5.8443
104 H 5.9752 4.8935 5.8059
105 H 2.6336 2.3546 6.7603
106 H 1.1602 4.3260 6.8012
107 C 1.0191 6.6106 -2.5577
108 C -0.2730 7.0845 -2.3675
109 C -1.3455 6.2041 -2.3826
110 C -1.1099 4.8517 -2.5849
111 C 0.1766 4.3694 -2.7833
112 C 1.2432 5.2555 -2.7695
113 N -2.2370 3.9141 -2.5772
114 O -3.3524 4.3671 -2.4195
115 O -1.9890 2.7251 -2.7260
116 H 1.8552 7.3001 -2.5402
117 H -0.4440 8.1412 -2.2044
118 H -2.3484 6.5823 -2.2337
119 H 0.3614 3.3152 -2.9464
120 H 2.2522 4.8907 -2.9208
121 C 4.4320 3.0472 -6.4332
122 C 3.0469 3.0177 -6.3226
123 C 2.2984 4.1325 -6.6733
124 C 2.9467 5.2676 -7.1365
125 C 4.3293 5.3101 -7.2434
126 C 5.0727 4.1928 -6.8888
127 N 2.1548 6.4391 -7.5311
128 O 0.9448 6.3724 -7.4050
129 O 2.7526 7.4066 -7.9632
130 H 5.0146 2.1731 -6.1643
131 H 2.5502 2.1233 -5.9657
132 H 1.2204 4.0985 -6.5836
133 H 4.8365 6.1970 -7.6003
134 H 6.1523 4.2134 -6.9711

Cartesian forces (eV/Å) of the 3 atoms listed first:
1.1 -0.3 -1.7
-0.4 -0.5 0.0
-0.5 -0.4 2.8

Summary:
**Charge**: +1
**Spin multiplicity**: 1
**Electronic energy**: -4324.8701 a.u.
**E_LUMO**: -3.949 eV
**Kohn-Sham gap**: 4.367 eV
**Molecular weight**: 1051.222 g mol⁻¹
**ΔE to the lowest compared entry with this formula, charge and spin**: 387.7 kJ/mol

[2]
DFT (ωB97M-V/def2-TZVPD) results for C52H63ClGe2N3O4RbS4 as an isolated structure.

Atoms and positions in Å:
1 Rb -2.8662 -2.3079 -0.0139
2 C -2.6698 -0.6534 -5.6935
3 C -1.3179 -0.8579 -5.0613
4 C -0.3658 0.1538 -5.0467
5 C 0.8678 -0.0309 -4.4397
6 C 1.8974 1.0687 -4.4114
7 C 1.1600 -1.2544 -3.8386
8 C 0.2385 -2.3040 -3.8808
9 C 0.5547 -3.6586 -3.3068
10 C -0.9968 -2.0772 -4.4803
11 C 2.5184 -1.4195 -3.2544
12 C 3.4823 -1.8421 -4.1672
13 C 4.7945 -2.0098 -3.7932
14 C 5.1492 -1.7340 -2.4921
15 C 4.2124 -1.3029 -1.5517
16 C 2.8479 -1.1371 -1.9085
17 Ge 1.3475 -0.8193 -0.5282
18 S 0.8162 -2.7727 0.1257
19 S -0.4575 0.3810 -1.2828
20 Ge -0.4306 1.3275 0.8156
21 S -1.7270 0.4599 2.2581
22 S 1.7740 0.7671 1.0697
23 C -0.8679 3.3253 0.7582
24 C -0.3306 4.2880 1.6595
25 C -0.6802 5.6348 1.5449
26 C -1.5811 6.0717 0.5978
27 C -2.1829 5.1427 -0.2184
28 C -1.8530 3.7909 -0.1431
29 C -2.6806 2.9069 -1.0221
30 C -2.3977 2.7550 -2.3763
31 C -1.1764 3.3816 -2.9772
32 C -3.2477 1.9843 -3.1679
33 C -4.3718 1.3648 -2.6428
34 C -5.2975 0.5430 -3.5033
35 C -4.6525 1.5536 -1.2953
36 C -3.8433 2.3351 -0.4823
37 C -4.2373 2.5901 0.9480
38 C 0.5316 4.0170 2.8523
39 C 1.9202 4.1126 2.8391
40 C 2.6842 4.4605 1.5948
41 C 2.6250 3.8959 4.0267
42 C 1.9754 3.6041 5.2173
43 C 2.7303 3.3258 6.4913
44 C 0.5903 3.5695 5.2169
45 C -0.1407 3.7873 4.0642
46 C -1.6443 3.8022 4.1260
47 C 4.8163 -1.0116 -0.2274
48 C 4.9238 -2.0046 0.7466
49 C 4.4457 -3.4047 0.4765
50 C 5.5042 -1.6794 1.9672
51 C 6.0130 -0.4154 2.2161
52 C 6.6321 -0.0805 3.5438
53 C 5.9606 0.5361 1.2022
54 C 5.3704 0.2510 -0.0190
55 C 5.3107 1.2787 -1.1198
56 H -2.7113 0.2936 -6.2323
57 H -3.4508 -0.6424 -4.9304
58 H -2.8992 -1.4580 -6.3955
59 H -0.5924 1.1118 -5.5012
60 H 1.5390 1.9528 -4.9311
61 H 2.8298 0.7422 -4.8787
62 H 2.1345 1.3384 -3.3784
63 H 1.6205 -3.8784 -3.3701
64 H -0.0006 -4.4379 -3.8326
65 H 0.2847 -3.6928 -2.2483
66 H -1.7224 -2.8865 -4.5031
67 H 3.1753 -2.0413 -5.1886
68 H 5.5364 -2.3410 -4.5110
69 H 6.1822 -1.8403 -2.1767
70 H -0.2434 6.3395 2.2450
71 H -1.8369 7.1225 0.5215
72 H -2.9408 5.4503 -0.9313
73 H -0.9233 4.3248 -2.4934
74 H -1.3143 3.5559 -4.0464
75 H -0.3373 2.7033 -2.8410
76 H -3.0172 1.8625 -4.2207
77 H -4.9522 0.5207 -4.5360
78 H -6.3054 0.9664 -3.4947
79 H -5.3607 -0.4857 -3.1417
80 H -5.5431 1.0999 -0.8697
81 H -5.2494 2.2295 1.1372
82 H -4.1918 3.6559 1.1834
83 H -3.5527 2.0733 1.6280
84 H 2.0304 4.5554 0.7298
85 H 3.4053 3.6842 1.3885
86 H 3.2216 5.4057 1.7296
87 H 3.7079 3.9484 4.0062
88 H 3.7433 3.7217 6.4476
89 H 2.7937 2.2493 6.6685
90 H 2.2235 3.7732 7.3490
91 H 0.0616 3.3698 6.1444
92 H -1.9847 3.8018 5.1626
93 H -2.0418 2.9104 3.6308
94 H -2.0542 4.6775 3.6185
95 H 4.9481 -3.8248 -0.3989
96 H 3.3693 -3.4136 0.2836
97 H 4.6381 -4.0514 1.3336
98 H 5.5499 -2.4366 2.7439
99 H 6.4221 -0.8563 4.2804
100 H 6.2393 0.8590 3.9154
101 H 7.7174 0.0218 3.4532
102 H 6.3684 1.5276 1.3728
103 H 5.9321 2.1415 -0.8813
104 H 4.2805 1.6175 -1.2592
105 H 5.6475 0.8567 -2.0685
106 O -0.1557 -4.0195 3.0373
107 H 0.2278 -3.5860 2.2508
108 H -0.9493 -4.4878 2.7222
109 O -1.6613 -2.1990 4.5057
110 H -1.3888 -1.3402 4.1441
111 H -1.0824 -2.8346 4.0333
112 O -5.0136 -2.5571 -3.2444
113 H -4.2557 -2.7705 -3.7967
114 H -5.0127 -3.2817 -2.5824
115 O -4.1192 -1.5717 3.0217
116 H -3.7523 -0.6909 2.8541
117 H -3.4202 -1.9829 3.5621
118 Cl -4.3802 -4.7239 -1.1136
119 N -4.4684 -7.7311 0.4565
120 C -4.2188 -6.8787 1.5132
121 C -3.0355 -6.1144 1.5441
122 N -2.7866 -5.2772 2.5244
123 C -3.6980 -5.1689 3.5029
124 C -4.8271 -5.9527 3.4898
125 N -5.0932 -6.8179 2.5049
126 H -4.1855 -7.3088 -0.4222
127 H -5.4378 -8.0088 0.4300
128 H -2.2970 -6.2061 0.7567
129 H -3.4865 -4.4554 4.2896
130 H -5.5556 -5.9002 4.2908

Cartesian forces (eV/Å) of the 3 atoms listed first:
0.4 0.4 0.3
0.1 -0.1 0.1
0.0 0.0 -0.1

Summary:
**Charge**: -2
**Spin multiplicity**: 1
**Electronic energy**: -8715.8889 a.u.
**E_LUMO**: 3.766 eV
**Kohn-Sham gap**: 6.699 eV
**Molecular weight**: 1188.502 g mol⁻¹

[3]
DFT (ωB97M-V/def2-TZVPD) results for C52H65NO4W as an isolated structure in a non-equilibrium geometry.

Atoms and positions in Å:
1 W 0.4467 0.8000 -0.4655
2 C -0.0260 -0.2200 2.7907
3 O 0.3469 0.4426 1.5369
4 C 1.1432 1.6385 1.6295
5 C 2.5241 1.4434 2.0238
6 C 3.2969 0.1591 1.8480
7 C 2.6762 -1.0249 1.1644
8 C 2.7755 -2.2788 1.7417
9 C 2.4651 -3.4553 1.0512
10 C 2.0443 -3.3189 -0.2802
11 C 1.9074 -2.0873 -0.8815
12 C 1.6473 -1.9684 -2.3556
13 C 0.3049 -1.4550 -2.8034
14 C -0.0418 -1.7248 -4.1006
15 C -1.3019 -1.4007 -4.6352
16 C -2.1397 -0.5853 -3.8508
17 C -1.8745 -0.2955 -2.5420
18 C -2.9957 0.3699 -1.7827
19 C -2.8591 0.6769 -0.3198
20 C -3.8440 0.3046 0.5724
21 C -3.8902 0.7820 1.8905
22 C -2.9101 1.7050 2.2773
23 C -1.8994 2.0904 1.4182
24 C -0.9536 3.2123 1.7384
25 C 0.4888 2.8750 2.0333
26 C 1.2178 3.8327 2.6835
27 C 2.5486 3.6312 3.1022
28 C 3.1876 2.4531 2.6632
29 C 3.2488 4.5683 4.0348
30 C 3.8828 3.7607 5.1911
31 C 2.3157 5.6346 4.6129
32 C 4.3870 5.2602 3.2379
33 C -1.8361 1.5177 0.1411
34 O -0.8650 2.0111 -0.7390
35 C -5.0277 0.3737 2.8061
36 C -5.1301 -1.1611 2.8510
37 C -4.8482 0.9031 4.2308
38 C -6.3306 0.9560 2.2166
39 C -0.6049 -0.6925 -1.9674
40 O -0.6323 -0.9786 -0.5571
41 C -1.3241 -2.2074 -0.1640
42 C -1.7903 -1.9586 -5.9417
43 C -0.8225 -2.9716 -6.5572
44 C -3.1430 -2.6617 -5.6838
45 C -1.9981 -0.7865 -6.9273
46 C 2.1701 -0.9235 -0.1381
47 O 2.1630 0.3132 -0.7980
48 C 2.6342 -4.8328 1.6598
49 C 1.2568 -5.5207 1.6951
50 C 3.5911 -5.6453 0.7636
51 C 3.2077 -4.7800 3.0773
52 H 0.7669 -0.0593 3.5171
53 H -0.9578 0.2104 3.1468
54 H -0.1315 -1.2822 2.5873
55 H 4.2124 0.4034 1.2951
56 H 3.6372 -0.1568 2.8357
57 H 3.1696 -2.3444 2.7472
58 H 1.8688 -4.2055 -0.8777
59 H 2.4147 -1.3123 -2.7852
60 H 1.8024 -2.9461 -2.8102
61 H 0.6552 -2.2830 -4.7111
62 H -3.0876 -0.2560 -4.2599
63 H -3.2103 1.3180 -2.2923
64 H -3.8935 -0.2350 -1.9204
65 H -4.6437 -0.3338 0.2172
66 H -2.9685 2.1705 3.2525
67 H -0.9643 3.9043 0.8882
68 H -1.3491 3.7720 2.5850
69 H 0.7222 4.7596 2.9408
70 H 4.2270 2.2932 2.9224
71 H 3.1400 3.1465 5.7045
72 H 4.7050 3.1252 4.8629
73 H 4.2910 4.4634 5.9155
74 H 1.4695 5.1887 5.1405
75 H 2.8653 6.2359 5.3342
76 H 1.9462 6.3169 3.8451
77 H 5.1085 4.5420 2.8465
78 H 3.9906 5.8525 2.4122
79 H 4.9110 5.9300 3.9188
80 H -4.2245 -1.6067 3.2702
81 H -5.9667 -1.4389 3.4907
82 H -5.3159 -1.5945 1.8677
83 H -3.9054 0.5708 4.6733
84 H -4.9037 1.9923 4.2687
85 H -5.6533 0.5212 4.8562
86 H -6.5601 0.5332 1.2377
87 H -7.1572 0.7182 2.8855
88 H -6.2724 2.0414 2.1218
89 H -2.1580 -2.3701 -0.8426
90 H -0.6255 -3.0394 -0.2072
91 H -1.6954 -2.0640 0.8478
92 H -0.6544 -3.8243 -5.8961
93 H -1.2555 -3.3602 -7.4773
94 H 0.1369 -2.5233 -6.8237
95 H -3.0294 -3.4613 -4.9491
96 H -3.9224 -1.9777 -5.3484
97 H -3.4846 -3.1114 -6.6152
98 H -1.0471 -0.3046 -7.1591
99 H -2.4040 -1.1828 -7.8574
100 H -2.6983 -0.0415 -6.5461
101 H 0.8093 -5.5837 0.7009
102 H 1.3701 -6.5367 2.0715
103 H 0.5704 -4.9925 2.3615
104 H 3.1504 -5.8823 -0.2054
105 H 4.5290 -5.1124 0.5985
106 H 3.8260 -6.5891 1.2541
107 H 2.5560 -4.2318 3.7615
108 H 3.2999 -5.7929 3.4653
109 H 4.2059 -4.3379 3.0887
110 N 1.4787 2.6107 -1.3698
111 C 1.1450 2.1591 -2.7350
112 C 2.1253 1.5142 -3.4988
113 C 1.8923 1.2482 -4.8346
114 C 0.6922 1.6280 -5.4228
115 C -0.2788 2.2768 -4.6700
116 C -0.0503 2.5709 -3.3366
117 H 1.1478 3.5648 -1.2558
118 H 2.4911 2.6423 -1.2953
119 H 3.0938 1.2905 -3.0662
120 H 2.6765 0.8019 -5.4327
121 H 0.5309 1.4664 -6.4807
122 H -1.1958 2.6132 -5.1366
123 H -0.7553 3.1979 -2.8100

Cartesian forces (eV/Å) of the 3 atoms listed first:
-0.3 -1.0 1.4
-0.4 -0.7 0.3
0.9 1.3 0.2

Summary:
**Charge**: +4
**Spin multiplicity**: 1
**Electronic energy**: -2441.8219 a.u.
**E_LUMO**: -13.187 eV
**Kohn-Sham gap**: 5.739 eV
**Molecular weight**: 951.935 g mol⁻¹